ORCA calculation (ωB97M-V/def2-TZVPD) on one molecule with the formula C22H29NO3S.

Positions of all 56 atoms, in Å:
C: -3.15064 -3.89795 -1.53353
C: -2.45912 -3.02041 -0.53653
C: -1.18925 -3.35132 -0.06910
C: -0.55270 -2.55648 0.86664
C: -1.19218 -1.42567 1.33536
S: -0.34258 -0.38369 2.50371
O: -1.20844 0.69437 2.89667
O: 0.26075 -1.17265 3.53651
N: 0.92420 0.14549 1.54312
C: 0.55032 1.00981 0.43811
C: 0.38781 2.46885 0.87318
C: -0.46506 3.28521 -0.10614
C: -1.84729 2.70831 -0.22942
C: -2.76151 2.85775 0.80659
C: -4.02576 2.30526 0.71616
C: -4.39551 1.59295 -0.41314
C: -3.49162 1.43429 -1.44871
C: -2.22641 1.98771 -1.35468
C: 1.56857 0.82179 -0.70747
C: 2.98737 0.90352 -0.17685
O: 3.38753 1.90273 0.36907
C: 3.89185 -0.30921 -0.39394
C: 3.21734 -1.60815 0.05860
C: 5.18727 -0.10906 0.39591
C: 4.21327 -0.37158 -1.89465
C: -2.45244 -1.07909 0.89292
C: -3.08292 -1.87886 -0.04437
H: -3.88500 -3.33544 -2.10414
H: -2.43570 -4.34795 -2.21817
H: -3.67081 -4.70397 -1.01568
H: -0.70043 -4.23924 -0.44295
H: 0.42690 -2.79672 1.24672
H: 1.67149 0.52378 2.10831
H: -0.42169 0.63348 0.09810
H: 1.37303 2.92508 0.98335
H: -0.10796 2.46196 1.84561
H: -0.52809 4.30921 0.26814
H: 0.01393 3.31706 -1.08705
H: -2.47870 3.40759 1.69125
H: -4.72547 2.43000 1.52941
H: -5.38521 1.16547 -0.48502
H: -3.77095 0.88054 -2.33376
H: -1.52687 1.86284 -2.17016
H: 1.42896 1.63011 -1.42680
H: 1.38234 -0.12792 -1.20120
H: 2.39068 -1.88448 -0.59034
H: 3.94688 -2.41520 0.03577
H: 2.83772 -1.50920 1.07231
H: 4.97953 -0.10036 1.46302
H: 5.64802 0.83981 0.13377
H: 5.88917 -0.91128 0.18244
H: 4.87928 -1.20888 -2.09086
H: 3.31211 -0.50345 -2.48855
H: 4.70771 0.54290 -2.21502
H: -2.91623 -0.18798 1.28516
H: -4.06747 -1.61170 -0.39771

Computed properties:
* SMILES string: Cc1ccc(S(=O)(=O)N[C@@H](CCc2ccccc2)CC(=O)C(C)(C)C)cc1
* gap between HOMO and LUMO: 9.73 eV
* ΔE to the lowest compared entry with this formula, charge and spin: 12.32 kJ/mol
* largest force on an atom: 0.9 eV/A
* LUMO level: 0.54 eV
* energy: -1534.3949 Ha
* total charge: 0


ORCA calculation (ωB97M-V/def2-TZVPD) on C22H50BaP2Si2 as an isolated structure at a distorted geometry.

Positions of all 77 atoms, in Å:
P: 1.18041 -2.83145 -0.31004
P: 1.41838 1.84342 -0.50884
C: 0.88962 -1.25273 -1.19724
C: 1.75786 0.04268 -1.22422
H: -0.18473 -1.03732 -0.88975
H: 0.92203 -1.62471 -2.23554
H: 2.69699 -0.10296 -0.65126
H: 1.99733 0.29753 -2.27613
C: -0.06571 2.70649 -1.13185
H: -0.69786 3.07921 -0.32483
H: -0.69469 2.28491 -1.93350
H: 0.38656 3.57198 -1.59471
C: 2.65931 2.66854 -1.57293
H: 2.29664 3.62650 -2.00654
H: 3.09069 2.06802 -2.41278
H: 3.48912 2.91147 -0.88378
C: -0.06784 -3.97908 -0.98258
H: -0.05109 -4.90528 -0.38838
H: 0.14851 -4.23990 -2.03175
H: -1.09359 -3.56009 -0.94240
C: 2.81852 -3.36377 -0.70937
H: 3.52292 -2.55669 -0.47396
H: 2.87948 -3.60743 -1.78511
H: 3.02809 -4.25618 -0.10289
Ba: -1.95128 0.01374 -2.22583
C: -0.32024 1.16473 -4.43498
C: -1.68352 1.26429 -4.42292
C: -2.67763 0.22208 -4.98031
C: -2.09878 -1.21319 -5.07216
C: -1.23966 -1.72957 -3.92185
C: 0.10736 -1.90647 -4.03318
C: 1.07801 -1.06396 -4.76014
C: 0.54018 0.31693 -5.29778
C: 0.79450 -2.58326 1.41192
H: 0.25095 1.86672 -3.82801
H: -2.18068 2.19738 -4.03276
H: -3.14792 0.48746 -5.95872
H: -3.54899 0.28212 -4.25010
H: -2.96023 -1.89048 -5.13787
H: -1.56789 -1.30576 -6.03125
H: -1.77344 -2.44571 -3.22749
H: 0.47269 -2.87797 -3.65644
H: 1.53049 -1.59132 -5.62236
H: 1.93872 -0.91099 -4.07755
H: 1.47134 0.89950 -5.46907
H: 0.10259 0.17599 -6.30531
H: 1.36418 -1.73101 1.81341
H: 1.02359 -3.47554 2.01374
H: -0.28447 -2.34430 1.52636
C: -2.78565 -0.84127 4.36985
Si: -0.93471 -0.50184 4.53771
C: -0.71133 0.34304 6.22409
C: 0.01698 -2.11240 4.68793
C: -0.19755 0.59427 3.23497
Si: -0.25852 2.43719 3.47844
C: 1.12139 2.90740 4.65760
C: 0.18707 3.36861 1.94222
C: -1.92603 3.12072 4.04401
H: -3.24778 -1.03905 5.34948
H: -2.97605 -1.71748 3.73636
H: -3.30995 0.00822 3.91584
H: -1.06085 -0.35373 7.00672
H: 0.35307 0.56100 6.40912
H: -1.27293 1.28698 6.33274
H: -0.12573 -2.78617 3.83039
H: 1.09799 -1.91758 4.78588
H: -0.29149 -2.65920 5.59685
H: 0.48236 0.17998 2.46211
H: 2.08855 2.80250 4.13681
H: 0.98371 3.95900 4.96097
H: 1.14229 2.26694 5.54783
H: -0.71623 3.48122 1.32168
H: 0.59799 4.37272 2.13347
H: 0.97154 2.77912 1.39784
H: -2.65434 3.07726 3.22132
H: -2.35791 2.60239 4.90698
H: -1.78271 4.17562 4.32182

Computed properties:
* gap between HOMO and LUMO (alpha / beta): 3.89 / 3.97 eV
* largest force on an atom: 2.7 eV/A
* LUMO level (alpha / beta): -0.67 / -0.61 eV
* energy: -2155.0865 Ha
* total charge: 0


ORCA calculation (ωB97M-V/def2-TZVPD) on one molecule with the formula C5H7ClFN at a distorted geometry.

Positions of all 15 atoms, in Å:
F: -0.11747 -1.21662 -2.21559
C: 0.20294 -0.26153 -1.25560
C: -1.03599 0.16411 -0.69084
C: -0.62134 0.92141 0.55392
Cl: -1.82199 0.53718 1.77956
C: 0.58833 0.25359 0.93184
N: 0.32181 -1.28004 1.09183
C: 1.17800 -0.57608 -0.13112
H: 0.87193 0.51145 -1.62340
H: -1.58855 0.87947 -1.52267
H: -1.76545 -0.64719 -0.46552
H: -0.80716 2.08211 0.32536
H: 1.22877 0.76303 1.66765
H: 1.07714 -1.53753 1.99218
H: 2.28902 -0.59339 -0.43760

Computed properties:
* SMILES string: F[C@H]1C[C@@H](Cl)[C@H]2N[C@H]21
* gap between HOMO and LUMO: 10.90 eV
* ΔE to the lowest compared entry with this formula, charge and spin: 308.08 kJ/mol
* largest force on an atom: 5.5 eV/A
* LUMO level: 0.61 eV
* energy: -809.4077 Ha
* total charge: 0


ORCA calculation (ωB97M-V/def2-TZVPD) on C7H6Cl2FeN2O3SSc as an isolated structure at a distorted geometry.

Positions of all 23 atoms, in Å:
Sc: -0.54272 -0.21447 -3.88015
Fe: 0.07809 0.21617 -1.15319
Cl: -1.06589 -1.80105 -2.29537
Cl: -0.95134 1.77830 -2.66100
C: 1.13620 1.55274 -0.49531
C: 0.15240 -1.92992 -5.20787
C: 0.24164 0.93821 -5.66955
O: 1.73355 2.48702 -0.05576
O: 0.45432 -2.84320 -5.81579
O: 0.59212 1.59417 -6.53081
C: 0.19449 -1.95163 2.73112
N: -0.05557 -0.51555 2.68565
C: 0.37567 0.44015 3.61298
C: -0.06801 1.66474 3.16546
N: -0.70905 1.39668 1.97586
C: -0.71209 0.07645 1.63436
S: -1.44386 -0.70823 0.22262
H: -0.73879 -2.53514 2.75555
H: 0.77815 -2.33030 1.87590
H: 0.74843 -2.19010 3.63462
H: 0.93546 0.13555 4.49690
H: 0.02864 2.67144 3.58212
H: -1.16184 2.06798 1.39166

Computed properties:
* gap between HOMO and LUMO (alpha / beta): 7.28 / 6.59 eV
* ΔE to the lowest compared entry with this formula, charge and spin: 0.00 kJ/mol
* 2S+1: 6
* largest force on an atom: 12.4 eV/A
* LUMO level (alpha / beta): -16.49 / -17.81 eV
* energy: -3946.8743 Ha
* total charge: +4


ORCA calculation (ωB97M-V/def2-TZVPD) on one molecule with the formula C11H21N3O3 at a distorted geometry.

Positions of all 38 atoms, in Å:
N: 4.83941 1.26675 -0.72106
C: 3.51279 0.86010 -0.29203
C: 3.57603 -0.15795 0.81064
C: 2.15811 -0.74805 0.97441
C: 1.47198 -1.13944 -0.30012
C: 0.22394 -1.87403 0.12303
N: -0.49622 -2.57384 -0.92925
C: -0.83757 -0.91034 0.64850
O: -0.87775 -0.66561 1.84783
N: -1.80576 -0.41262 -0.23310
C: -3.04413 -1.16447 -0.10899
C: -4.22645 -0.21901 -0.28465
C: -3.68794 1.14338 0.20802
C: -2.18629 1.06003 -0.30582
C: -1.08979 2.13604 0.10811
O: 0.09177 2.00907 0.13867
O: -1.75501 3.36201 0.12976
H: 5.28624 1.68489 0.04331
H: 4.85473 2.00244 -1.51984
H: 3.08484 0.41886 -1.20456
H: 2.98921 1.71152 0.10181
H: 4.33865 -0.85731 0.55453
H: 3.77911 0.33778 1.78781
H: 1.54765 0.01109 1.45389
H: 2.15251 -1.59139 1.72307
H: 2.09831 -1.85779 -0.86450
H: 1.18508 -0.31807 -1.01435
H: 0.40571 -2.56484 0.90019
H: 0.10899 -3.14052 -1.49990
H: -0.88047 -1.82522 -1.54827
H: -2.97570 -1.96925 -0.86254
H: -3.08279 -1.61972 0.91492
H: -4.52762 -0.25284 -1.29040
H: -4.98825 -0.50320 0.41456
H: -4.21546 2.04639 -0.11643
H: -3.77489 1.11598 1.37237
H: -2.29544 1.21136 -1.39589
H: -0.95752 3.98782 0.23628

Computed properties:
* SMILES string: NCCCC[C@H](N)C(=O)N1CCC[C@H]1C(=O)O
* gap between HOMO and LUMO: 9.50 eV
* ΔE to the lowest compared entry with this formula, charge and spin: 268.76 kJ/mol
* largest force on an atom: 3.3 eV/A
* LUMO level: 0.54 eV
* energy: -821.6887 Ha
* total charge: 0


ORCA calculation (ωB97M-V/def2-TZVPD) on C7H12N3 as an isolated structure at a distorted geometry.

Positions of all 22 atoms, in Å:
C: -0.80546 -0.90280 -4.08692
C: -0.69496 -2.30992 -3.80173
C: -1.93728 -0.80181 -3.11825
C: 1.27274 1.72920 3.39997
C: 2.18130 0.50967 3.30090
C: 1.45420 1.10938 2.08860
C: -0.35102 0.62378 0.39684
N: -1.16236 -0.20576 -0.16964
N: 0.34876 0.42528 1.58527
N: -1.82170 -2.27331 -3.18407
H: -0.78939 -0.40548 -5.09160
H: -0.09913 -3.05056 -4.22514
H: -1.84975 -0.47826 -2.10732
H: -2.99730 -0.56267 -3.51917
H: 0.26762 1.57228 3.74691
H: 1.64942 2.66648 3.82975
H: 3.23833 0.76546 3.49626
H: 1.80755 -0.39671 3.71815
H: 1.95623 1.58806 1.23956
H: -0.14546 1.63921 -0.06732
H: -1.40362 -0.97619 0.35607
H: -0.11871 -0.26533 2.21289

Computed properties:
* gap between HOMO and LUMO: 4.18 eV
* ΔE to the lowest compared entry with this formula, charge and spin: 758.72 kJ/mol
* largest force on an atom: 4.2 eV/A
* LUMO level: -7.30 eV
* energy: -437.7093 Ha
* total charge: +1


Copy entry 5 word for word.
ORCA calculation (ωB97M-V/def2-TZVPD) on one molecule with the formula C11H21N3O3 at a distorted geometry.

Positions of all 38 atoms, in Å:
N: 4.83941 1.26675 -0.72106
C: 3.51279 0.86010 -0.29203
C: 3.57603 -0.15795 0.81064
C: 2.15811 -0.74805 0.97441
C: 1.47198 -1.13944 -0.30012
C: 0.22394 -1.87403 0.12303
N: -0.49622 -2.57384 -0.92925
C: -0.83757 -0.91034 0.64850
O: -0.87775 -0.66561 1.84783
N: -1.80576 -0.41262 -0.23310
C: -3.04413 -1.16447 -0.10899
C: -4.22645 -0.21901 -0.28465
C: -3.68794 1.14338 0.20802
C: -2.18629 1.06003 -0.30582
C: -1.08979 2.13604 0.10811
O: 0.09177 2.00907 0.13867
O: -1.75501 3.36201 0.12976
H: 5.28624 1.68489 0.04331
H: 4.85473 2.00244 -1.51984
H: 3.08484 0.41886 -1.20456
H: 2.98921 1.71152 0.10181
H: 4.33865 -0.85731 0.55453
H: 3.77911 0.33778 1.78781
H: 1.54765 0.01109 1.45389
H: 2.15251 -1.59139 1.72307
H: 2.09831 -1.85779 -0.86450
H: 1.18508 -0.31807 -1.01435
H: 0.40571 -2.56484 0.90019
H: 0.10899 -3.14052 -1.49990
H: -0.88047 -1.82522 -1.54827
H: -2.97570 -1.96925 -0.86254
H: -3.08279 -1.61972 0.91492
H: -4.52762 -0.25284 -1.29040
H: -4.98825 -0.50320 0.41456
H: -4.21546 2.04639 -0.11643
H: -3.77489 1.11598 1.37237
H: -2.29544 1.21136 -1.39589
H: -0.95752 3.98782 0.23628

Computed properties:
* SMILES string: NCCCC[C@H](N)C(=O)N1CCC[C@H]1C(=O)O
* gap between HOMO and LUMO: 9.50 eV
* ΔE to the lowest compared entry with this formula, charge and spin: 268.76 kJ/mol
* largest force on an atom: 3.3 eV/A
* LUMO level: 0.54 eV
* energy: -821.6887 Ha
* total charge: 0


> Which formula does entry 3 have?

C5H7ClFN